Record 1
The following is a quantum chemistry calculation of a molecular structure, C34H45As3I2N5NaO3S in a non-equilibrium geometry, from OMol25.

Calculated values
ΔE to the lowest compared entry with this formula, charge and spin: 38.1 kcal/mol
E_HOMO: -0.08985 Ha
Max |F|: 0.066 hartree/bohr
2S+1: 1
Total charge: -2
HOMO-LUMO gap: 0.211 Eh
Electronic energy: -263549.9326 eV

Positions of all 94 atoms, in Å:
Na  -2.55171  -0.49145  -1.46058
C  -2.18886  -3.63736  1.13001
O  -1.08870  -4.20034  0.29666
C  -0.59463  -3.40928  -0.62093
O  -0.96615  -2.28960  -0.90217
N  0.30417  -4.10297  -1.32101
N  1.04882  -3.70084  -2.39230
H  -2.85032  -4.48100  1.28855
H  -2.75090  -2.82176  0.59088
H  -1.80680  -3.32174  2.07740
H  0.55830  -5.04817  -1.00020
H  0.84219  -2.71716  -2.58114
H  2.00202  -3.46800  -2.07886
C  4.38551  -2.30203  3.44080
As  3.27475  -1.02445  2.53709
C  2.04217  -0.57091  4.05631
C  4.54937  0.46908  2.59761
C  4.26311  1.73161  1.69339
C  5.72106  2.25815  1.47439
C  3.65576  1.44272  0.33893
As  1.72390  0.99633  0.18019
C  1.82506  -0.50269  -1.13554
C  1.37786  2.48401  -1.08556
C  3.42558  2.76648  2.36878
As  3.96967  3.65682  4.08896
C  3.65956  5.48819  3.38386
C  2.31387  3.30412  4.94007
H  4.91628  -2.01652  4.35489
H  5.03896  -2.66045  2.66764
H  3.69971  -3.09189  3.78447
H  2.56278  -0.59853  5.01805
H  1.22741  -1.28402  4.16825
H  1.52330  0.36964  3.97772
H  5.46545  0.01407  2.24699
H  4.70163  0.75767  3.61789
H  6.32960  1.45911  1.05799
H  6.20301  2.33915  2.51861
H  5.75498  3.15069  0.89238
H  4.25566  0.58303  -0.07234
H  3.89293  2.31842  -0.22717
H  2.25792  -0.10142  -2.06849
H  0.74827  -0.78385  -1.18436
H  2.25396  -1.41610  -0.68383
H  2.05858  2.35018  -1.91630
H  1.54724  3.46671  -0.53672
H  0.31742  2.45549  -1.46332
H  2.45823  2.34755  2.51414
H  3.19412  3.59634  1.70032
H  4.16531  5.47450  2.40529
H  4.08663  6.24456  4.00716
H  2.64146  5.67257  3.08926
H  2.31578  2.27165  5.15327
H  1.45634  3.62580  4.33343
H  2.24854  3.74853  5.91411
I  -6.75397  -4.17447  0.65909
C  -5.73107  -4.18372  -1.19612
C  -5.98431  -5.21082  -2.08360
C  -5.33612  -5.22536  -3.28307
I  -5.48440  -6.90118  -4.57125
C  -4.52259  -4.19234  -3.72732
C  -3.90836  -4.12576  -5.02016
C  -3.11126  -3.02393  -5.33018
C  -2.97936  -1.94878  -4.39745
N  -3.52566  -2.00484  -3.20281
C  -4.29335  -3.06307  -2.85885
C  -4.89947  -3.06505  -1.49289
O  -4.63699  -2.11815  -0.75023
H  -6.63609  -6.03321  -1.87708
H  -3.97244  -4.97370  -5.60451
H  -2.51727  -2.97567  -6.26489
H  -2.43788  -1.05752  -4.69381
C  -2.37381  2.37174  2.43088
C  -3.00865  3.51043  1.97414
C  -3.24763  3.59888  0.59403
C  -2.88280  2.57901  -0.30120
N  -2.34049  1.45329  0.19341
C  -2.05452  1.37193  1.50045
C  -3.13677  2.67984  -1.80011
C  -3.76029  3.82245  -2.32299
C  -3.99125  3.95678  -3.68853
C  -3.47383  2.97864  -4.53764
C  -2.72298  1.93404  -3.97997
C  -2.59883  1.68990  -2.63629
H  -2.08835  2.13105  3.47209
H  -3.37298  4.17129  2.74917
H  -3.98568  4.31615  0.22778
H  -1.67346  0.37120  1.82289
H  -3.99229  4.67733  -1.68746
H  -4.58121  4.77547  -4.06446
H  -3.46033  3.05335  -5.65581
H  -2.23421  1.23333  -4.72185
S  5.92693  -2.17628  -0.01380
C  4.62473  -3.16799  -0.43459
N  3.69312  -3.85489  -0.59995


Record 2
The following is a quantum chemistry calculation of a single C6H11NO molecule in a non-equilibrium geometry, from OMol25.

Calculated values
ΔE to the lowest compared entry with this formula, charge and spin: 125.9 kcal/mol
E_HOMO: -0.29804 Ha
Max |F|: 0.123 hartree/bohr
Structure (SMILES): C[C@]12COCCN1C2
2S+1: 1
Total charge: 0
HOMO-LUMO gap: 0.336 Eh
Electronic energy: -9932.9958 eV

Positions of all 19 atoms, in Å:
C  1.36621  0.88769  0.94594
C  0.66373  0.30095  -0.32121
C  -0.40995  1.25378  -0.90791
O  -1.31478  1.04586  0.05940
C  -1.93967  -0.22992  -0.02052
C  -0.95164  -1.25201  0.55326
N  0.12388  -0.94948  -0.40509
C  1.52882  -0.85393  -0.67705
H  0.54176  1.60188  1.32148
H  1.72939  0.13697  1.60582
H  2.32086  1.53634  0.61884
H  0.14859  2.28931  -0.86134
H  -0.62029  0.93708  -1.98145
H  -2.74611  -0.10361  0.70592
H  -2.37064  -0.56219  -0.91195
H  -0.65741  -1.05126  1.59011
H  -1.30717  -2.20468  0.40926
H  1.62897  -1.37678  -1.74431
H  2.26546  -1.40599  0.02081


Record 3
The following is a quantum chemistry calculation of a molecular structure, C28H44BrIrN3P2 in a non-equilibrium geometry, from OMol25.

Calculated values
ΔE to the lowest compared entry with this formula, charge and spin: 0.0 kcal/mol
E_HOMO (alpha / beta): -0.67667 / -0.73464 Ha
Max |F|: 0.080 hartree/bohr
2S+1: 6
Total charge: +4
HOMO-LUMO gap (alpha / beta): 0.249 / 0.179 Eh
<S²>: 8.797
Electronic energy: -125633.7880 eV

Positions of all 79 atoms, in Å:
C  1.72759  3.56429  -0.18861
C  0.81774  2.77186  -0.91975
C  0.83688  2.83166  -2.33049
C  1.85538  3.57613  -2.93836
N  2.76169  4.25307  -2.23619
C  2.69027  4.28502  -0.90735
C  -0.08931  1.87768  -0.24377
C  -1.22428  1.58074  0.31127
C  -2.54687  1.92905  0.73865
C  -3.35919  0.95493  1.35926
C  -4.67516  1.24800  1.70238
C  -5.16991  2.54088  1.46755
C  -4.36749  3.53880  0.87456
C  -3.05698  3.22595  0.51284
Ir  -0.03856  -0.10414  0.34169
P  2.12794  -0.52324  -0.15320
H  0.08629  2.31190  -2.92639
H  1.68111  3.60730  0.89808
H  1.91155  3.61492  -4.02676
H  3.41103  4.90052  -0.36847
H  -2.40899  3.96723  0.04602
H  -2.93762  -0.03249  1.56944
H  -4.76867  4.53595  0.70293
H  -5.31252  0.48217  2.15337
C  2.65633  -2.23884  0.22269
C  3.82273  -2.80190  -0.58885
H  1.76380  -2.86849  0.10467
H  2.90227  -2.23883  1.29395
H  4.02015  -3.83224  -0.27023
H  3.61547  -2.83863  -1.66407
H  4.75681  -2.24865  -0.43191
C  2.39106  -0.25362  -1.96682
C  3.79092  0.15499  -2.42209
H  1.67183  0.52527  -2.26223
H  2.07397  -1.17364  -2.47745
H  3.79391  0.27186  -3.51512
H  4.10042  1.12205  -2.00288
H  4.55039  -0.60382  -2.18771
C  3.28685  0.60435  0.71896
C  4.74665  0.15835  0.81223
H  2.86517  0.73655  1.72640
H  3.20846  1.58389  0.22659
H  5.32573  0.91987  1.34788
H  4.86115  -0.77764  1.36857
H  5.22232  0.04688  -0.16908
Br  -6.94683  2.94065  1.96392
P  -1.34892  -1.35620  -0.98573
C  -0.37674  -2.40177  -2.14077
C  -1.10072  -3.60505  -2.73609
H  0.51649  -2.73133  -1.58595
H  -0.02191  -1.73345  -2.93880
H  -0.42045  -4.14232  -3.40723
H  -1.42124  -4.31578  -1.96703
H  -1.96919  -3.31642  -3.33997
C  -2.43770  -2.49539  -0.03137
C  -3.73931  -2.94231  -0.69749
H  -2.65689  -1.98828  0.91901
H  -1.81736  -3.36748  0.22004
H  -4.28157  -3.61366  -0.01992
H  -4.40995  -2.10259  -0.91489
H  -3.57077  -3.50734  -1.62321
C  -2.47090  -0.28383  -1.98413
C  -2.99370  -0.84562  -3.30582
H  -1.91455  0.64660  -2.16278
H  -3.30346  -0.01010  -1.31962
H  -3.61254  -0.08252  -3.79430
H  -2.18023  -1.09435  -3.99664
H  -3.63324  -1.72556  -3.16396
C  1.09111  -0.74266  5.55648
N  0.06154  -0.10125  4.73189
C  -1.01572  0.58512  5.44684
C  0.11723  -0.13408  3.44010
N  0.29980  -0.28275  2.28685
H  0.83691  -0.53394  6.59602
H  2.08450  -0.32908  5.33282
H  1.10024  -1.83126  5.39369
H  -1.05322  1.65144  5.17731
H  -1.99107  0.11738  5.23616
H  -0.79799  0.48930  6.51234